C37H25FN5O7PZr | the ωB97M-V functional and the def2-TZVPD basis

Last column: Mulliken charge in e.
Atoms and positions in Å:
Zr 0.6178 1.1147 0.3018  -0.116
O 1.0743 1.2935 2.3326  -0.493
C 0.0013 0.6380 2.2970  1.022
C -0.5266 -0.3391 3.1904  -0.437
C -0.4793 -0.3814 4.5866  -0.534
C -1.1016 -1.4274 5.2378  -0.831
C -1.7717 -2.4112 4.5157  -0.688
C -1.8120 -2.3872 3.1243  -1.337
C -1.1891 -1.3521 2.4513  0.666
P -1.1892 -1.0684 0.6369  3.429
C 0.5174 -1.5444 0.0623  -0.582
C 1.6977 -1.2974 0.7870  0.846
C 2.9450 -1.5221 0.1952  -1.029
C 3.0353 -1.9981 -1.0997  -0.709
C 1.8718 -2.2766 -1.8124  -0.927
C 0.6330 -2.0404 -1.2456  -0.993
C -2.1898 -2.4224 -0.0343  0.046
C -1.8216 -3.7658 0.0438  -0.418
C -2.6902 -4.7352 -0.4269  -0.813
C -3.9207 -4.3728 -0.9650  -0.582
C -4.2907 -3.0390 -1.0434  -0.789
C -3.4211 -2.0615 -0.5830  -0.455
H 0.0048 0.4097 5.1453  0.554
H -1.0826 -1.4719 6.3182  0.468
H -2.2837 -3.1999 5.0509  0.485
H -2.3478 -3.1543 2.5825  0.531
H 1.6678 -1.1021 1.8521  0.551
H 3.8458 -1.3785 0.7793  0.543
H 4.0043 -2.1951 -1.5402  0.522
H 1.9370 -2.6991 -2.8073  0.504
H -0.2684 -2.2783 -1.7981  0.531
H -0.8657 -4.0497 0.4691  0.529
H -2.4151 -5.7801 -0.3707  0.452
H -4.5909 -5.1381 -1.3335  0.427
H -5.2499 -2.7590 -1.4570  0.462
H -3.6824 -1.0106 -0.6456  0.370
O 7.2061 1.3871 -2.7734  -0.554
N 6.3188 1.7429 -3.5226  0.956
O 6.4517 2.1426 -4.6547  -0.545
C 4.9238 1.5691 -3.0460  0.007
C 4.0027 1.2857 -3.9888  -0.852
C 2.6395 1.0634 -3.6404  1.029
C 1.6484 0.7557 -4.5902  -0.858
C 0.3517 0.5817 -4.1717  -1.114
C 0.0572 0.6872 -2.8143  -0.331
N 0.9791 0.9447 -1.8911  0.273
C 2.2598 1.1501 -2.2948  -0.401
C 3.2395 1.4915 -1.2947  0.451
N 2.7985 1.6190 -0.0141  0.126
C 3.6546 2.0010 0.9244  -0.321
C 5.0015 2.2267 0.6546  -1.232
C 5.4785 2.0617 -0.6219  -0.678
C 4.5833 1.6975 -1.6533  0.564
H 4.3048 1.2338 -5.0268  0.578
H 1.9148 0.6590 -5.6352  0.527
H -0.4403 0.3664 -4.8745  0.510
H -0.9577 0.5619 -2.4576  0.612
H 3.2531 2.1326 1.9205  0.708
H 5.6650 2.5264 1.4531  0.467
H 6.5235 2.2117 -0.8369  0.635
F -4.1259 0.7665 3.9894  -0.389
C -4.1391 1.3012 2.7717  0.470
C -3.2521 2.2423 2.4386  -0.137
N -3.2784 2.8541 1.2049  0.149
C -2.1870 3.7057 0.7807  -1.597
C -1.0290 2.8738 0.2583  1.832
O 0.1928 3.1669 0.4442  -0.645
O -1.2731 1.7718 -0.3248  -0.559
C -4.2283 2.5195 0.2359  0.461
O -4.2186 3.0086 -0.8673  -0.608
N -5.1339 1.5673 0.6445  0.010
C -5.1433 0.8144 1.8238  0.216
O -5.8913 -0.1107 1.9917  -0.576
H -2.5193 2.6031 3.1488  0.459
H -1.8624 4.3660 1.5824  0.410
H -2.5688 4.3048 -0.0476  0.484
H -5.8630 1.3485 -0.0223  0.262

Calculated values
orbital gap	0.249	Eh
E_LUMO	-7.02	eV
total charge	+2
multiplicity	1
HOMO	-13.81	eV
energy above the lowest of the compared OMol25 structures with the same formula, charge and spin	15.59	kcal/mol

C37H26BCl2F4I2N2O4PS2Ti | the ωB97M-V functional and the def2-TZVPD basis

Last column: Mulliken charge in e.
Atoms and positions in Å:
Ti 1.1833 -1.4135 0.5615  0.379
O -0.9344 -1.9630 3.5184  -0.782
S -0.7199 -0.8366 2.6511  1.637
O 0.4926 -0.0611 2.8179  -0.596
O -0.7660 -1.2515 1.1886  -0.397
C -2.0696 0.2809 2.8940  0.006
C -2.9992 -0.0370 3.8787  -0.460
C -3.9997 0.8715 4.1855  -0.644
C -4.0582 2.0902 3.5173  -0.768
C -3.1235 2.3871 2.5379  -0.353
C -2.1132 1.4875 2.2102  -0.676
P -0.9160 1.7919 0.8212  1.610
C -2.1810 2.2439 -0.4306  0.402
C -2.8532 1.1432 -0.9693  -0.615
C -3.8628 1.3136 -1.9007  -0.574
C -4.2108 2.5903 -2.3264  -0.640
C -3.5472 3.6884 -1.8028  -0.660
C -2.5439 3.5166 -0.8556  -0.217
C -0.1560 3.3779 1.3018  0.013
C 0.0625 3.7097 2.6370  -0.652
C 0.7844 4.8457 2.9735  -0.676
C 1.3108 5.6607 1.9822  -0.672
C 1.1297 5.3200 0.6488  -0.661
C 0.4133 4.1825 0.3131  -0.294
H -2.9184 -0.9837 4.3923  0.606
H -4.7276 0.6315 4.9500  0.373
H -4.8356 2.8055 3.7544  0.415
H -3.1765 3.3339 2.0143  0.441
H -2.5742 0.1445 -0.6453  0.171
H -4.3769 0.4490 -2.3044  0.422
H -4.9960 2.7261 -3.0596  0.369
H -3.8121 4.6877 -2.1262  0.418
H -2.0519 4.3864 -0.4392  0.425
H -0.3142 3.0668 3.4233  0.402
H 0.9408 5.0883 4.0172  0.408
H 1.8780 6.5442 2.2466  0.378
H 1.5628 5.9304 -0.1337  0.399
H 0.3154 3.9059 -0.7314  0.453
I 3.5786 -1.8354 -3.9104  -0.027
C 2.8032 -3.3309 -2.7174  -0.108
C 3.0025 -4.6912 -3.0534  -0.292
C 2.4795 -5.7014 -2.3008  -0.163
I 2.8026 -7.6724 -2.8908  0.007
C 1.7148 -5.4033 -1.1353  1.389
C 1.0973 -6.3427 -0.2757  -0.945
C 0.3926 -5.9210 0.8141  -1.094
C 0.2858 -4.5371 1.0708  -0.606
N 0.8412 -3.6542 0.2844  0.735
C 1.5509 -4.0559 -0.8013  -0.242
C 2.0823 -2.9829 -1.5993  -0.154
O 1.8251 -1.7588 -1.2310  0.138
H 3.5843 -4.9208 -3.9360  0.352
H 1.1902 -7.3983 -0.4960  0.199
H -0.0793 -6.6230 1.4865  0.461
H -0.2601 -4.1568 1.9275  0.531
S 3.5229 2.6565 -0.1363  -0.273
C 3.9566 1.9481 1.3635  -0.785
C 3.2631 0.7998 1.5913  -0.820
C 2.3346 0.4477 0.5539  1.154
C 2.4075 1.3660 -0.4530  0.619
C 1.6723 1.3190 -1.7205  0.428
C 2.0381 2.1112 -2.8164  -0.836
C 1.3490 1.9900 -4.0048  -0.757
C 0.3122 1.0719 -4.0939  -0.995
C 0.0175 0.3297 -2.9627  -0.353
N 0.6557 0.4493 -1.8042  0.626
H 4.6975 2.4133 1.9947  0.486
H 3.3864 0.2167 2.4949  0.420
H 2.8702 2.7977 -2.7316  0.481
H 1.6281 2.5947 -4.8595  0.401
H -0.2461 0.9263 -5.0086  0.473
H -0.7823 -0.4010 -2.9848  0.079
Cl -2.6946 -4.5353 -3.5064  -0.195
C -2.8966 -2.9933 -2.6338  -0.440
Cl -1.5066 -2.5741 -1.6528  0.020
H -3.7644 -3.0952 -1.9925  0.327
H -3.0501 -2.2205 -3.3792  0.254
F 2.0970 -2.2456 2.3019  -0.096
B 3.4009 -2.8960 1.9676  0.340
F 3.1985 -4.2585 1.8783  -0.369
F 4.3103 -2.5527 2.9309  -0.353
F 3.6951 -2.3353 0.7167  -0.409

Calculated values
orbital gap (alpha / beta)	0.255 / 0.264	Eh
E_LUMO (alpha / beta)	2.00 / 2.00	eV
total charge	-1
multiplicity	2
HOMO (alpha / beta)	-4.94 / -5.19	eV
energy above the lowest of the compared OMol25 structures with the same formula, charge and spin	20.34	kcal/mol

C37H27BrIN5O3SSr | the ωB97M-V functional and the def2-TZVPD basis

Last column: Mulliken charge in e.
Atoms and positions in Å:
Sr -0.2985 0.6258 0.4784  1.816
C -1.8659 -4.0314 1.0947  -1.076
C -1.5363 -2.7749 0.5680  -0.271
N -0.4911 -2.0754 0.9521  0.473
C 0.2874 -2.5922 1.9242  -0.113
C 0.0567 -3.8467 2.5033  1.052
C -1.0609 -4.5724 2.0601  -0.842
C 0.9483 -4.3377 3.5174  -0.976
C 1.9998 -3.6054 3.9353  -0.996
C 2.2495 -2.3008 3.3883  0.935
C 3.3115 -1.4837 3.8110  -0.632
C 3.4707 -0.2415 3.2538  -0.992
C 2.5563 0.1791 2.2770  -0.455
N 1.5563 -0.5706 1.8606  0.660
C 1.3989 -1.7944 2.3975  -0.390
H -2.7488 -4.5410 0.7359  0.474
H -2.1523 -2.3331 -0.2062  0.434
H -1.2787 -5.5411 2.4927  0.412
H 0.7541 -5.3154 3.9406  0.403
H 2.6693 -3.9822 4.6984  0.392
H 3.9907 -1.8421 4.5751  0.429
H 4.2725 0.4189 3.5516  0.432
H 2.6514 1.1563 1.8114  0.502
I 2.0424 -0.6092 -1.7305  0.163
C 2.8498 1.2086 -2.3363  0.278
C 3.7913 1.2084 -3.3260  -0.731
C 4.3584 2.4238 -3.7618  -0.503
C 3.9672 3.5968 -3.1912  -0.874
C 2.9943 3.6134 -2.1595  1.010
C 2.6061 4.8395 -1.5656  -0.789
C 1.6839 4.8391 -0.5627  -1.010
C 1.1095 3.6197 -0.1253  -0.349
C 1.4103 2.3771 -0.6530  0.010
C 2.3997 2.4086 -1.6966  -0.130
H 4.1095 0.2798 -3.7821  0.392
H 5.1033 2.4084 -4.5470  0.373
H 4.3957 4.5378 -3.5160  0.355
H 3.0554 5.7596 -1.9212  0.331
H 1.3876 5.7734 -0.0983  0.416
H 0.3888 3.7197 0.6877  0.321
C -0.3473 -4.5931 -4.9819  -1.074
C -1.6537 -4.0009 -4.4598  -0.258
C -1.4217 -2.9699 -3.4480  0.073
N -1.2387 -2.1452 -2.6709  -0.090
H -0.5547 -5.3329 -5.7536  0.338
H 0.2068 -5.0795 -4.1807  0.308
H 0.2861 -3.8183 -5.4105  0.315
H -2.2885 -4.7664 -4.0102  0.255
H -2.2336 -3.5415 -5.2622  0.248
O -3.0275 -1.5876 3.5607  -0.682
C -2.9047 -0.4050 3.3106  -0.048
N -2.3031 0.0915 2.1654  0.062
S -2.1660 1.6869 2.2861  0.969
O -0.7672 2.0455 2.5380  -0.567
O -2.6598 2.3153 1.0786  -0.561
C -3.1380 1.9353 3.7179  0.172
C -3.5674 3.1109 4.3033  -0.564
C -4.3452 2.9784 5.4460  -0.570
C -4.6614 1.7198 5.9570  -0.433
C -4.2179 0.5575 5.3412  -0.608
C -3.4470 0.6873 4.1981  0.085
H -3.3071 4.0777 3.8960  0.477
H -4.7147 3.8638 5.9463  0.394
H -5.2714 1.6541 6.8486  0.394
H -4.4611 -0.4247 5.7225  0.504
Br -4.7436 0.7915 -5.3271  -0.163
C -3.5931 0.8113 -3.8283  0.222
C -4.0510 0.3370 -2.6095  -0.874
C -3.1674 0.3553 -1.5451  -0.416
N -1.9161 0.7967 -1.6506  0.699
C -1.4997 1.2667 -2.8204  -0.480
C -2.3057 1.2952 -3.9502  -0.820
H -5.0576 -0.0344 -2.4862  0.479
H -3.4661 -0.0032 -0.5655  0.415
H -0.4767 1.6279 -2.8538  0.378
H -1.9298 1.6809 -4.8863  0.481

Calculated values
orbital gap	0.255	Eh
E_LUMO	-0.05	eV
total charge	0
multiplicity	1
HOMO	-6.99	eV
energy above the lowest of the compared OMol25 structures with the same formula, charge and spin	17.58	kcal/mol

C37H27N4S4W | the ωB97M-V functional and the def2-TZVPD basis

Last column: Mulliken charge in e.
Atoms and positions in Å:
W -0.1906 0.3591 -0.4529  -2.219
S 0.7932 -3.0178 -0.8257  -0.191
C 1.8154 -2.0100 -1.8947  1.001
C 3.1307 -2.4744 -1.8472  -0.789
C 4.1080 -1.9810 -2.6824  -0.977
C 3.7659 -1.0412 -3.6405  -0.777
C 2.4699 -0.5716 -3.7002  -0.519
C 1.4951 -0.9884 -2.7968  0.691
S -0.1333 -0.2050 -2.9026  -0.239
C 0.1643 1.5172 -3.4625  -0.720
C -0.3088 2.5698 -2.4910  0.080
C -0.3949 3.8722 -2.9473  -0.843
C -0.7958 4.8800 -2.0795  -0.780
C -1.1862 4.5141 -0.7972  -0.900
C -1.0931 3.1932 -0.3984  0.755
C -1.6645 2.7813 0.9353  -1.011
S -0.6266 1.4866 1.7051  -0.383
C -1.6578 -0.0059 2.0291  0.781
C -2.4167 0.1631 3.2832  -0.901
C -2.5905 -0.8618 4.0995  -1.143
C -2.9569 -2.9086 2.7570  -0.655
C -2.5851 -2.9983 1.3149  -0.739
C -1.6794 -1.9001 0.8317  0.476
S -1.0745 -2.1717 -0.8497  -0.146
N -0.5769 2.2319 -1.2111  1.500
H 3.3554 -3.2514 -1.1327  0.488
H 5.1169 -2.3486 -2.6007  0.441
H 4.4958 -0.6939 -4.3529  0.474
H 2.2072 0.1159 -4.4883  0.584
H -0.3725 1.6266 -4.4073  0.702
H 1.2317 1.6351 -3.6499  0.494
H -0.1258 4.0915 -3.9679  0.598
H -0.8248 5.9062 -2.4028  0.458
H -1.5609 5.2555 -0.1095  0.543
H -2.6735 2.3809 0.8074  0.302
H -1.6964 3.6309 1.6180  0.603
H -2.8405 1.1360 3.4694  0.502
H -3.1804 -0.7934 4.9987  0.419
H -3.3572 -3.8221 3.1760  0.492
H -2.5245 -3.9500 0.8076  0.540
C -4.6107 0.6391 -0.4921  -1.737
C -3.3178 0.7859 -0.9302  0.053
N -2.2662 0.1913 -0.3576  0.712
C -2.5011 -0.5709 0.8052  2.271
C -3.8979 -0.9763 1.1252  -1.192
C -4.9131 -0.3343 0.4996  -0.647
C -3.9028 -2.3257 1.7143  -0.554
C -2.0003 -2.1889 3.7399  -0.242
C -0.6508 -2.0484 3.1068  -2.031
C -0.6670 -1.2344 1.9019  1.244
N 0.4413 -0.7862 1.1270  0.590
C 1.7658 -0.8310 1.4224  0.070
C 2.4170 -1.5154 2.4440  -0.544
C 3.8092 -1.5229 2.5204  -1.094
C 4.5886 -0.8284 1.6287  -1.045
C 3.9778 -0.0483 0.6308  1.032
C 4.6946 0.7781 -0.2596  -0.996
C 3.9962 1.5955 -1.1123  -1.235
C 2.6050 1.5385 -1.1254  -0.016
N 1.8898 0.7045 -0.3772  1.056
C 2.5642 -0.0549 0.5270  0.024
H -5.4097 1.1523 -0.9989  0.460
H -3.0935 1.3885 -1.8057  0.411
H -5.9421 -0.6091 0.6777  0.567
H -4.8457 -2.8469 1.6193  0.562
H -1.9196 -2.8103 4.6340  0.993
H -0.0055 -2.9074 3.1677  0.419
H 1.8484 -2.0483 3.1845  0.514
H 4.2815 -2.0821 3.3140  0.437
H 5.6652 -0.8378 1.7004  0.484
H 5.7725 0.7817 -0.2359  0.498
H 4.5045 2.2742 -1.7799  0.486
H 2.0608 2.2263 -1.7569  0.452

Calculated values
orbital gap (alpha / beta)	0.192 / 0.212	Eh
E_LUMO (alpha / beta)	-3.17 / -3.20	eV
total charge	+1
multiplicity	3
HOMO (alpha / beta)	-8.39 / -8.95	eV

- Number 3 is which compound?
  C37H27BrIN5O3SSr